Entry 1:
The following is a quantum chemistry calculation of one molecule with the formula C2H3Cl2NS, from OMol25.

- E_HOMO (eV) = -8.6
- energy above the lowest of the compared OMol25 structures with the same formula, charge and spin (kJ/mol) = 80.9
- E_tot (eV) = -39491.68970
- E_LUMO (eV) = 0.3
- structure (SMILES) = S=CNC(Cl)Cl

```
! wB97M-V def2-TZVPD RIJCOSX def2/J DEFGRID3
* xyz 0 1
C 1.397 0.076 0.112
C -1.228 -0.014 0.286
N 0.180 0.049 -0.429
S 2.837 0.057 -0.708
Cl -2.232 1.154 -0.528
Cl -1.790 -1.758 0.114
H 1.639 -0.052 1.235
H -1.044 0.086 1.284
H 0.241 0.403 -1.365
*
```

Atom charges from the natural (NBO) analysis, given in e for atoms 1 to 6:
1 C -0.09
2 C -0.03
3 N -0.60
4 S -0.14
5 Cl 0.05
6 Cl -0.03

---

Entry 2:
The following is a quantum chemistry calculation of one molecule with the formula C2H4ClPS, from OMol25.

- E_HOMO (spin up / spin down) (eV) = -6.0 / -9.1
- energy above the lowest of the compared OMol25 structures with the same formula, charge and spin (kJ/mol) = 52.9
- E_tot (eV) = -34779.73039
- E_LUMO (spin up / spin down) (eV) = 0.5 / -3.1

```
! wB97M-V def2-TZVPD RIJCOSX def2/J DEFGRID3
* xyz 0 3
C 0.848 0.952 0.907
C 0.712 1.838 1.857
P -0.954 -0.632 -1.359
S -0.432 -0.782 0.668
Cl 2.151 2.879 2.074
H 1.714 1.043 0.249
H -0.123 2.038 2.527
H -0.298 -1.818 -1.643
H -2.179 -1.227 -1.144
*
```

Atom charges from the natural (NBO) analysis, given in e for atoms 1 to 6:
1 C -0.41
2 C -0.26
3 P 0.21
4 S 0.14
5 Cl -0.09
6 H 0.20

---

Entry 3:
The following is a quantum chemistry calculation of a 2-piece molecular cluster, CH2N2O2 overall, from OMol25.

- E_HOMO (eV) = -11.0
- energy above the lowest of the compared OMol25 structures with the same formula, charge and spin (kJ/mol) = 10.2
- E_tot (eV) = -8145.26453
- E_LUMO (eV) = 0.8
- structure (SMILES) = O=CO.N#N

```
! wB97M-V def2-TZVPD RIJCOSX def2/J DEFGRID3
* xyz 0 1
C 0.141 -0.637 -0.642
N -1.348 2.203 0.526
N -0.501 2.008 1.200
O -0.761 -1.416 -0.693
O 1.178 -0.696 0.198
H 0.186 0.158 -1.270
H 1.105 -1.618 0.681
*
```

Atom charges from the natural (NBO) analysis, given in e for atoms 1 to 6:
1 C 0.64
2 N 0.00
3 N 0.00
4 O -0.58
5 O -0.68
6 H 0.11

---

Entry 4:
The following is a quantum chemistry calculation of a 11-piece molecular cluster, C32H93N7O11 overall, from OMol25.

- E_HOMO (eV) = -9.1
- energy above the lowest of the compared OMol25 structures with the same formula, charge and spin (kJ/mol) = 149.8
- E_tot (eV) = -67640.09279
- E_LUMO (eV) = 0.6
- structure (SMILES) = COC[C@H](C)N.COC[C@H](C)N.COC[C@H](C)N.COC[C@H](C)N.COC[C@H](C)N.COC[C@H](C)N.COC[C@H](C)N.CO.CO.CO.CO

```
! wB97M-V def2-TZVPD RIJCOSX def2/J DEFGRID3
* xyz 0 1
C -3.683 2.617 1.974
O -2.948 1.387 2.110
H -2.921 3.380 1.922
H -4.336 2.674 1.070
H -4.308 2.797 2.835
H -3.457 0.741 1.598
C -2.351 3.363 -2.604
O -2.041 4.006 -3.826
H -2.310 2.261 -2.624
H -1.697 3.707 -1.768
H -3.346 3.699 -2.397
H -1.122 3.888 -3.986
C 0.252 3.570 1.687
O 1.627 3.091 1.734
H -0.279 3.098 0.818
H -0.258 3.316 2.598
H 0.303 4.662 1.535
H 2.159 3.613 1.094
C 5.548 -0.502 1.388
O 4.879 -1.044 2.555
H 5.251 -1.098 0.515
H 5.374 0.588 1.289
H 6.616 -0.610 1.507
H 4.001 -0.645 2.561
C 0.579 5.259 -1.627
C 1.597 4.145 -1.807
C 2.065 3.990 -3.278
O 0.925 3.536 -3.973
C 1.106 3.372 -5.347
N 2.677 4.381 -0.874
H 1.051 6.210 -1.913
H 0.195 5.363 -0.630
H -0.253 5.059 -2.285
H 1.148 3.163 -1.634
H 2.886 3.275 -3.304
H 2.490 4.893 -3.681
H 1.649 2.432 -5.554
H 1.640 4.267 -5.758
H 0.116 3.253 -5.818
H 3.003 5.328 -1.039
H 3.457 3.753 -1.122
C 0.857 -0.409 1.061
C 1.124 -0.722 2.511
C 1.492 -2.259 2.774
O 0.327 -3.041 2.481
C 0.651 -4.396 2.650
N 2.199 0.127 3.032
H 0.766 0.669 0.856
H -0.115 -0.884 0.766
H 1.687 -0.731 0.436
H 0.217 -0.520 3.138
H 1.846 -2.325 3.811
H 2.209 -2.564 2.031
H 0.587 -4.637 3.728
H 1.632 -4.569 2.272
H -0.042 -5.089 2.151
H 2.029 1.056 2.644
H 2.147 0.138 4.028
C -2.721 -0.355 -1.045
C -4.175 -0.053 -0.789
C -5.032 -0.616 -1.849
O -4.657 -0.093 -3.126
C -5.617 -0.312 -4.131
N -4.531 -0.460 0.579
H -2.055 0.117 -0.270
H -2.415 -0.021 -2.022
H -2.577 -1.431 -0.940
H -4.277 1.003 -0.943
H -6.085 -0.345 -1.657
H -4.990 -1.694 -1.787
H -6.434 0.407 -4.053
H -6.024 -1.331 -4.097
H -5.062 -0.253 -5.079
H -3.992 -1.333 0.717
H -5.524 -0.631 0.743
C 2.419 -1.987 -5.377
C 2.027 -3.312 -4.757
C 1.978 -3.264 -3.235
O 0.973 -2.260 -2.995
C 0.459 -2.309 -1.710
N 0.780 -3.723 -5.407
H 3.391 -1.622 -5.020
H 1.668 -1.202 -5.279
H 2.431 -2.196 -6.460
H 2.718 -4.130 -5.045
H 2.975 -2.924 -2.869
H 1.654 -4.158 -2.679
H 0.066 -3.313 -1.414
H -0.352 -1.609 -1.657
H 1.231 -1.983 -0.988
H 0.106 -3.074 -4.981
H 0.549 -4.696 -5.151
C 3.086 0.731 -2.526
C 4.598 0.876 -2.140
C 5.455 -0.191 -2.772
O 5.532 0.125 -4.165
C 6.134 -0.819 -5.025
N 5.057 2.289 -2.143
H 2.809 -0.330 -2.460
H 2.880 1.108 -3.492
H 2.383 1.254 -1.815
H 4.631 0.595 -1.068
H 4.965 -1.206 -2.669
H 6.441 -0.232 -2.229
H 6.294 -0.387 -6.056
H 5.534 -1.748 -5.132
H 7.139 -1.116 -4.662
H 5.151 2.626 -3.095
H 6.021 2.263 -1.819
C -2.871 -3.822 4.036
C -3.064 -3.727 2.546
C -4.543 -3.742 2.176
O -5.078 -4.984 2.637
C -6.344 -5.349 2.064
N -2.529 -2.487 1.936
H -3.413 -4.671 4.455
H -3.202 -2.888 4.546
H -1.795 -3.886 4.264
H -2.586 -4.640 2.079
H -4.679 -3.623 1.104
H -5.065 -2.922 2.646
H -7.149 -4.679 2.363
H -6.569 -6.351 2.362
H -6.360 -5.345 0.965
H -1.541 -2.527 2.125
H -2.798 -1.665 2.483
C -1.835 0.675 7.007
C -1.218 0.397 5.692
C -0.569 1.590 5.035
O 0.368 2.236 5.928
C 0.744 3.479 5.440
N -0.308 -0.726 5.750
H -2.657 -0.058 7.131
H -2.269 1.666 7.007
H -1.137 0.612 7.825
H -1.875 0.071 4.883
H -1.436 2.275 4.746
H 0.018 1.334 4.119
H -0.164 4.063 5.302
H 1.326 3.390 4.547
H 1.375 3.915 6.229
H 0.132 -0.799 6.630
H -0.819 -1.569 5.676
*
```

Atom charges from the Löwdin analysis, given in e for atoms 1 to 6:
1 C -0.14
2 O -0.17
3 H 0.06
4 H 0.08
5 H 0.06
6 H -0.01

---

Entry 5:
The following is a quantum chemistry calculation of a 8-piece molecular cluster, C6H27NO7 overall, from OMol25.

- E_HOMO (eV) = -7.8
- energy above the lowest of the compared OMol25 structures with the same formula, charge and spin (kJ/mol) = 428.2
- E_tot (eV) = -22479.21122
- E_LUMO (eV) = -0.1
- structure (SMILES) = C=C(CCC)NC.O.O.O.O.O.O.O

```
! wB97M-V def2-TZVPD RIJCOSX def2/J DEFGRID3
* xyz 0 1
C 3.431 -2.607 0.319
C 2.008 -2.495 0.812
C 1.000 -2.556 -0.294
C -0.248 -1.893 0.226
C -1.065 -2.591 1.119
C 0.939 0.457 -0.048
N -0.274 -0.429 0.108
H 3.761 -3.520 -0.031
H 3.617 -1.810 -0.415
H 4.003 -2.338 1.248
H 1.897 -3.296 1.664
H 1.918 -1.515 1.291
H 0.944 -3.659 -0.758
H 1.455 -2.093 -1.292
H -1.668 -2.143 1.852
H -1.037 -3.588 1.246
H 1.078 0.760 1.064
H 0.600 1.129 -0.891
H 2.044 -0.108 -0.262
H -1.041 -0.005 0.628
H -1.253 -2.666 -3.639
H -1.836 -1.595 -2.610
O -1.959 -2.096 -3.501
H 3.740 3.611 -1.033
H 3.533 2.918 -2.459
O 3.164 3.098 -1.545
H 1.257 3.777 -2.109
H 0.901 5.125 -1.584
O 0.530 4.301 -1.894
H -4.317 0.505 1.620
H -3.098 0.834 2.637
O -4.102 0.818 2.563
H -0.929 3.618 -1.813
H -1.597 3.437 -0.440
O -1.783 3.243 -1.328
H -4.438 1.312 -1.226
H -3.346 2.349 -1.139
O -4.123 2.058 -0.684
H -1.223 -0.836 3.963
H -1.404 0.382 4.744
O -1.078 0.107 3.893
*
```

Atom charges from the natural (NBO) analysis, given in e for atoms 1 to 6:
1 C -0.60
2 C -0.39
3 C -0.47
4 C 0.21
5 C -0.53
6 C -0.45

---

Entry 6:
The following is a quantum chemistry calculation of one molecule with the formula C5H6N2O, from OMol25.

- E_HOMO (eV) = -7.9
- energy above the lowest of the compared OMol25 structures with the same formula, charge and spin (kJ/mol) = 453.7
- E_tot (eV) = -10304.90074
- E_LUMO (eV) = 0.6
- structure (SMILES) = ON=c1cc[nH]cc1

```
! wB97M-V def2-TZVPD RIJCOSX def2/J DEFGRID3
* xyz 0 1
C 0.855 0.286 -0.153
C -0.207 1.377 0.197
C -1.435 0.987 -0.143
C -1.151 -1.322 0.119
C 0.206 -1.010 0.158
H 3.887 0.123 0.283
H 0.046 2.305 0.652
H -2.172 1.739 -0.180
H -2.969 -0.493 -0.334
H -1.367 -2.303 -0.240
H 1.254 -1.608 0.271
N 2.050 0.669 -0.245
N -1.981 -0.261 -0.246
O 2.984 -0.487 -0.139
*
```

Atom charges from the natural (NBO) analysis, given in e for atoms 1 to 6:
1 C 0.16
2 C -0.26
3 C 0.00
4 C -0.04
5 C -0.33
6 H 0.48

---

Question: Among the records above, which one has the highest energy above the lowest of the compared OMol25 structures with the same formula, charge and spin?
Answer: C5H6N2O

---

Question: Among the records above, which one has the highest E_tot?
Answer: CH2N2O2

---

Question: The lowest E_tot belongs to which entry?
Answer: C32H93N7O11